Entry from OMol25: 15 unconnected molecules or ions with the total composition C56H151N21O22 (the ωB97M-V functional and the def2-TZVPD basis).

Last column: Löwdin charge in e.
CARTESIAN COORDINATES (ANGSTROEM)
C: -3.1893 2.9211 8.7708  -0.672
O: -3.7469 3.9307 9.0900  0.042
N: -1.9225 2.9039 8.1162  0.132
N: -3.7090 1.6442 8.9035  0.160
H: -1.2833 3.7204 8.2396  0.118
H: -1.4464 1.9882 8.1763  0.054
H: -4.6992 1.5028 9.1076  0.114
H: -3.2371 0.8996 8.4200  0.045
C: 0.4996 5.6242 -1.0340  -0.670
O: 1.0369 4.5475 -0.7660  -0.022
N: 0.8101 6.2394 -2.2073  0.149
N: -0.5033 6.1210 -0.2768  0.185
H: 1.7506 6.1201 -2.7017  0.091
H: 0.3396 7.1461 -2.3972  0.109
H: -1.0453 6.9095 -0.6120  0.114
H: -0.8995 5.5445 0.4005  0.047
C: 0.2444 -3.2998 3.6343  -0.698
O: 0.1951 -3.4957 4.8149  0.036
N: -0.5038 -2.3946 2.9877  0.167
N: 1.1527 -3.9474 2.7882  0.154
H: -0.9843 -1.7796 3.6206  0.057
H: -0.1963 -1.9356 2.0830  0.123
H: 1.3153 -3.5698 1.8668  0.059
H: 1.8441 -4.5820 3.1678  0.101
C: 4.0579 4.6631 -2.9523  -0.652
O: 3.3644 5.5354 -3.4050  0.021
N: 3.5969 3.8073 -1.9603  0.156
N: 5.3218 4.4128 -3.4425  0.162
H: 4.1745 3.3207 -1.2433  0.120
H: 2.7165 4.0964 -1.5471  0.038
H: 5.9142 3.6148 -3.2766  0.076
H: 5.6500 5.0380 -4.1640  0.099
C: -3.0320 2.2850 -1.5863  -0.616
O: -3.6698 1.8021 -2.5161  0.009
N: -3.0047 1.6718 -0.3345  0.180
N: -2.4250 3.5969 -1.6896  0.129
H: -2.2385 1.8097 0.3268  0.073
H: -3.4079 0.8009 -0.3313  0.040
H: -2.3141 3.8875 -2.6758  0.106
H: -1.4541 3.5496 -1.2732  0.083
C: 2.9430 -3.4789 -0.6051  -0.612
O: 3.0818 -2.8805 0.4554  -0.002
N: 3.6608 -4.6833 -0.8324  0.167
N: 1.9838 -3.2191 -1.5627  0.182
H: 3.5156 -5.2239 -1.6311  0.024
H: 4.5916 -4.6800 -0.4182  0.103
H: 1.8187 -3.8606 -2.3058  0.057
H: 1.5196 -2.2996 -1.5091  0.088
C: 4.5150 -0.1820 4.1436  -0.073
C: 4.3746 -1.1408 3.0149  -0.451
C: 5.6691 -1.2937 2.2089  -0.220
O: 5.9328 -0.0156 1.6718  -0.202
C: 7.1976 0.0396 1.0194  -0.102
N: 4.1600 -2.4568 3.6340  0.037
H: 5.2941 -0.4487 4.8568  0.084
H: 3.5973 -0.1556 4.7918  0.072
H: 4.7229 0.8116 3.8468  0.059
H: 3.5986 -0.8207 2.2611  0.142
H: 5.4912 -2.0472 1.4448  0.106
H: 6.4810 -1.5817 2.9080  0.135
H: 7.4124 1.0477 0.5482  0.109
H: 7.2273 -0.6970 0.2095  0.067
H: 7.9322 -0.1769 1.7806  0.078
H: 3.2469 -2.4535 4.1197  0.069
H: 4.0766 -3.1799 2.9216  0.051
C: 2.4648 -4.9205 -6.5981  -0.072
C: 2.1158 -4.7527 -5.1779  -0.427
C: 2.8738 -5.8139 -4.2970  -0.165
O: 2.3797 -6.0144 -2.9838  -0.237
C: 1.2516 -6.9232 -2.9160  -0.062
N: 2.4911 -3.3663 -4.8458  0.057
H: 3.5590 -4.9009 -6.8132  0.102
H: 1.9484 -4.0673 -7.0638  0.075
H: 2.0758 -5.7528 -7.1036  0.059
H: 1.0409 -4.8469 -4.9503  0.136
H: 3.9050 -5.4747 -4.2976  0.112
H: 2.7787 -6.7401 -4.9007  0.128
H: 1.5306 -7.8694 -3.2950  0.075
H: 0.3967 -6.5057 -3.4486  0.063
H: 0.9740 -6.9609 -1.8432  0.116
H: 2.6431 -3.1305 -3.8729  0.035
H: 1.7354 -2.7551 -5.2172  0.055
C: -3.5376 4.9197 1.1313  -0.102
O: -4.6337 5.5673 1.7724  -0.175
C: -5.8756 5.1281 1.3552  -0.229
C: -6.2818 5.5922 -0.0246  -0.214
N: -7.0551 4.6314 -0.7009  -0.061
C: -6.2818 3.5920 -1.2441  -0.244
C: -7.1396 2.7119 -2.1327  -0.249
O: -7.7379 3.4532 -3.1885  -0.200
C: -8.7920 2.6108 -3.7599  -0.091
H: -2.6647 5.5464 1.3420  0.061
H: -3.5987 4.9003 0.0467  0.048
H: -3.3412 3.8548 1.5278  0.096
H: -6.5900 5.4107 2.0568  0.105
H: -5.8491 4.0175 1.4201  0.110
H: -5.3531 5.6948 -0.5282  0.087
H: -6.7388 6.5768 -0.0168  0.129
H: -7.7951 4.9631 -1.3349  0.134
H: -5.8344 2.8985 -0.5164  0.111
H: -5.4512 3.9203 -1.9238  0.130
H: -8.0069 2.2757 -1.6387  0.111
H: -6.4064 1.9571 -2.5079  0.123
H: -8.3579 1.6063 -3.8926  0.085
H: -9.0394 3.0058 -4.7675  0.086
H: -9.7346 2.6304 -3.1717  0.091
C: 1.1447 0.9592 9.6039  -0.089
O: 0.4557 0.7429 8.3835  -0.246
C: 0.9413 -0.2383 7.4890  -0.200
C: 0.4611 0.0324 6.0501  -0.164
N: -0.7578 -0.7169 5.6907  -0.059
C: -1.9555 -0.4063 6.4853  -0.175
C: -3.0508 -1.4876 6.2762  -0.170
O: -4.0313 -1.2192 7.2836  -0.222
C: -4.8586 -2.2713 7.6229  -0.141
H: 1.2674 -0.0400 10.0509  0.091
H: 0.4815 1.5562 10.3165  0.111
H: 2.0644 1.4801 9.4261  0.076
H: 0.6218 -1.1958 7.8155  0.117
H: 2.0041 -0.2379 7.5142  0.108
H: 1.2650 -0.2664 5.3586  0.103
H: 0.2939 1.1087 5.9524  0.111
H: -0.4685 -1.6575 5.8206  0.051
H: -2.2345 0.6166 6.2634  0.097
H: -1.7586 -0.4863 7.5878  0.119
H: -2.6955 -2.5085 6.4223  0.124
H: -3.5804 -1.4321 5.3033  0.111
H: -5.5336 -2.6456 6.7762  0.111
H: -5.5080 -1.9761 8.4095  0.070
H: -4.3137 -3.1680 7.9695  0.091
C: -3.2385 -0.6332 1.9521  -0.117
O: -2.5632 -1.0541 0.7728  -0.251
C: -2.9153 -2.4183 0.4516  -0.200
C: -2.4155 -2.7658 -0.9553  -0.209
N: -2.8344 -4.1119 -1.2129  -0.077
C: -3.0467 -4.4664 -2.6355  -0.190
C: -3.1121 -5.9386 -2.9360  -0.228
O: -1.8366 -6.4972 -2.8447  -0.210
C: -1.8410 -7.8417 -3.1516  -0.131
H: -3.1371 -1.4012 2.8015  0.096
H: -4.3170 -0.5704 1.7782  0.068
H: -2.8058 0.3567 2.2409  0.096
H: -4.0336 -2.4585 0.5146  0.131
H: -2.5522 -3.1040 1.2587  0.119
H: -1.3498 -2.5966 -1.1358  0.106
H: -3.0383 -2.1359 -1.7030  0.153
H: -2.3636 -4.8731 -0.7479  0.113
H: -2.2994 -3.9312 -3.2209  0.100
H: -3.9941 -4.0402 -2.9469  0.115
H: -3.4967 -6.0916 -3.9566  0.131
H: -3.7263 -6.4652 -2.1921  0.134
H: -2.3581 -8.3945 -2.3369  0.107
H: -0.8281 -8.2211 -3.2646  0.069
H: -2.3535 -8.0582 -4.0861  0.091
C: 0.9307 4.4388 3.8899  -0.132
O: 0.2155 4.0266 2.7861  -0.204
C: -0.5206 2.8754 3.0642  -0.243
C: 0.2648 1.6713 2.5159  -0.184
N: 0.1709 1.7551 1.0530  -0.013
C: 0.6673 0.6097 0.2170  -0.167
C: 0.1072 0.5922 -1.1906  -0.216
O: 0.8410 -0.3215 -2.0259  -0.219
C: 0.1158 -0.5581 -3.2228  -0.104
H: 1.6800 5.1205 3.5215  0.088
H: 1.5055 3.6720 4.4526  0.093
H: 0.2029 4.9400 4.6046  0.095
H: -1.5690 3.1144 2.7760  0.106
H: -0.5589 2.6795 4.1810  0.120
H: 0.0545 0.7757 3.0591  0.083
H: 1.2708 1.8804 3.0172  0.130
H: 0.6551 2.5956 0.7783  0.081
H: 0.4040 -0.3439 0.5951  0.083
H: 1.7391 0.6980 0.1101  0.118
H: 0.2823 1.6712 -1.6064  0.145
H: -1.0301 0.4039 -1.2728  0.124
H: -0.7189 -1.2422 -3.0994  0.070
H: 0.8645 -0.9640 -3.9403  0.089
H: -0.2403 0.3871 -3.5759  0.082
C: -2.2620 5.9043 4.1634  -0.050
O: -2.8947 4.5807 4.2698  -0.201
C: -3.8908 4.5337 5.2305  -0.255
C: -4.3023 3.1102 5.3733  -0.226
N: -5.0085 2.6509 4.2263  -0.028
C: -5.5763 1.2671 4.2230  -0.168
C: -6.3062 1.2346 2.9079  -0.215
O: -6.6084 -0.0848 2.3896  -0.216
C: -7.3393 -0.0566 1.1788  -0.121
H: -1.7153 6.0851 5.0241  0.056
H: -3.0227 6.6615 3.9479  0.099
H: -1.5639 5.8676 3.3417  0.064
H: -4.7882 5.1845 4.9696  0.152
H: -3.5573 4.8530 6.1770  0.098
H: -4.8867 2.9947 6.2660  0.118
H: -3.3633 2.6236 5.6020  0.097
H: -4.4875 2.6573 3.3894  0.065
H: -6.2132 1.1863 5.1166  0.125
H: -4.8622 0.4581 4.3358  0.096
H: -5.6864 1.8146 2.2060  0.101
H: -7.2362 1.8237 2.9761  0.130
H: -6.6604 0.0678 0.2425  0.111
H: -8.0453 0.7757 1.1994  0.075
H: -7.9616 -0.9522 1.1698  0.083
C: 6.4922 0.4184 -7.3274  -0.101
O: 5.2530 0.2134 -8.0124  -0.188
C: 4.2270 1.0935 -7.5467  -0.224
C: 3.5424 0.6151 -6.2664  -0.174
N: 2.9140 -0.6721 -6.4570  -0.061
C: 1.8764 -0.7869 -7.3853  -0.221
C: 0.4516 -0.6246 -6.8153  -0.217
O: 0.0562 -1.8911 -6.3596  -0.209
C: -1.3084 -1.8152 -5.9443  -0.090
H: 6.3382 0.2538 -6.3058  0.022
H: 7.0385 1.3708 -7.4329  0.098
H: 7.1134 -0.3891 -7.6734  0.087
H: 3.5929 1.2225 -8.4075  0.101
H: 4.6977 2.1259 -7.4659  0.136
H: 2.8747 1.4285 -6.0006  0.119
H: 4.3676 0.4803 -5.4381  0.115
H: 3.5953 -1.4054 -6.5221  0.101
H: 1.9818 -1.7406 -7.9243  0.128
H: 1.9913 -0.1258 -8.2599  0.111
H: -0.2509 -0.2621 -7.5326  0.115
H: 0.5430 0.0987 -6.0295  0.102
H: -1.9723 -2.1797 -6.7364  0.094
H: -1.6153 -0.8283 -5.6700  0.080
H: -1.3946 -2.4824 -5.0686  0.076
C: 7.4694 0.9373 -3.3820  -0.136
O: 6.5230 1.3301 -2.4606  -0.182
C: 5.3549 0.5147 -2.6327  -0.177
C: 5.3244 -0.9031 -2.0143  -0.188
N: 6.2534 -1.7868 -2.6634  -0.047
C: 5.6944 -2.2635 -3.9802  -0.177
C: 6.4608 -3.4380 -4.4944  -0.227
O: 6.3047 -4.5898 -3.6639  -0.192
C: 7.0391 -5.6274 -4.2145  -0.146
H: 7.3363 1.3288 -4.3953  0.080
H: 7.4403 -0.1234 -3.4449  0.056
H: 8.4198 1.2785 -3.0056  0.091
H: 5.1006 0.4628 -3.7076  0.086
H: 4.5537 1.1710 -2.3381  0.099
H: 4.2850 -1.1982 -1.9395  0.105
H: 5.6576 -0.9058 -0.9557  0.101
H: 6.4320 -2.6008 -2.1046  0.098
H: 5.8083 -1.4459 -4.6869  0.095
H: 4.6536 -2.4768 -3.8645  0.083
H: 7.5322 -3.2004 -4.6213  0.129
H: 6.0493 -3.5944 -5.5559  0.143
H: 6.8973 -6.5183 -3.6119  0.087
H: 8.1354 -5.4017 -4.1438  0.103
H: 6.7914 -5.8589 -5.2389  0.081

Properties
HOMO level in eV: -8.10
LUMO level in eV: 0.492